{"formula": "C48H48ClCsIN11O5", "method": "wB97M-V/def2-TZVPD", "total_energy_ev": -98356.5213, "total_charge": -2, "orbital_gap_ev": [5.583, 4.008], "lumo_ev": [2.96, 2.95], "symbols": ["Cs", "O", "C", "O", "C", "C", "C", "N", "C", "C", "C", "C", "C", "C", "C", "N", "C", "C", "C", "C", "C", "N", "H", "H", "H", "H", "H", "H", "H", "H", "H", "H", "Cl", "C", "C", "C", "I", "C", "O", "C", "N", "C", "C", "C", "C", "H", "H", "H", "H", "N", "C", "N", "N", "C", "N", "H", "H", "H", "H", "C", "H", "H", "H", "C", "C", "N", "C", "C", "C", "C", "N", "H", "H", "H", "H", "H", "H", "H", "H", "H", "H", "H", "H", "H", "H", "C", "O", "C", "C", "C", "C", "C", "C", "N", "C", "C", "C", "C", "C", "C", "C", "O", "H", "H", "H", "H", "H", "H", "H", "H", "H", "H", "H", "H", "H"], "coordinates": [[-0.437735, 0.133838, 0.633730], [-7.442770, 4.631607, -2.016842], [-6.492118, 4.393656, -2.788711], [-6.341147, 4.695937, -3.989698], [-5.293503, 3.652726, -2.143037], [-4.158770, 3.350370, -2.879702], [-3.096142, 2.684053, -2.274822], [-3.126728, 2.313379, -0.995287], [-4.213015, 2.602826, -0.285633], [-5.315352, 3.266993, -0.812034], [-4.197733, 2.140349, 1.132770], [-5.334650, 1.567350, 1.700145], [-5.272117, 1.083238, 2.995133], [-4.082602, 1.198808, 3.695402], [-3.011824, 1.800616, 3.053264], [-3.051114, 2.260987, 1.807117], [-1.844766, 2.337641, -3.025126], [-1.656158, 2.697405, -4.359914], [-0.474668, 2.343328, -4.989968], [0.491673, 1.650471, -4.279392], [0.224733, 1.340080, -2.952568], [-0.912814, 1.668348, -2.347933], [-4.156141, 3.652718, -3.917111], [-6.187249, 3.509015, -0.218384], [-6.236823, 1.476209, 1.110360], [-6.132285, 0.601079, 3.443085], [-3.970533, 0.807309, 4.698561], [-2.056693, 1.890798, 3.563703], [-2.417770, 3.243412, -4.897074], [-0.313257, 2.611411, -6.027755], [1.432251, 1.352005, -4.725093], [0.958767, 0.813818, -2.345471], [-2.021540, -1.635629, 8.373718], [-1.942615, -1.542717, 6.623292], [-2.812392, -2.287040, 5.870892], [-2.780540, -2.237057, 4.479475], [-4.153207, -3.357253, 3.380551], [-1.906228, -1.403016, 3.739508], [-1.907078, -1.298849, 2.495218], [-0.941091, -0.664683, 4.579552], [-0.006933, 0.059502, 3.920356], [0.896647, 0.717877, 4.602640], [0.934259, 0.737655, 6.008105], [-0.000668, 0.021317, 6.700225], [-0.971530, -0.727832, 5.998433], [-3.534536, -2.921591, 6.368164], [1.641588, 1.258560, 4.025687], [1.703319, 1.299173, 6.525141], [-0.001745, 0.002396, 7.781975], [0.976707, 4.068399, 3.814813], [2.297685, 4.278813, 3.653149], [3.012638, 4.629393, 4.770856], [2.933152, 4.187261, 2.519271], [2.141503, 3.872861, 1.492883], [1.384678, 3.556719, 0.677915], [0.512290, 4.268303, 4.680605], [0.413663, 3.860369, 3.002142], [2.685491, 4.259822, 5.648102], [4.007484, 4.551680, 4.630545], [2.420220, -2.402771, 2.782286], [1.451770, -2.803624, 3.042696], [2.679025, -1.401817, 3.090632], [3.026285, -2.900695, 2.041224], [-1.312241, -4.011160, -4.653403], [-0.323385, -4.394246, -3.554350], [-0.918683, -4.534324, -2.236461], [-1.503763, -5.816395, -1.885389], [-3.027505, -5.855320, -1.970482], [-1.094575, -3.404728, -1.460052], [-1.552915, -3.566372, -0.029251], [-0.837935, -2.207929, -1.822945], [-0.787758, -3.852271, -5.597964], [-1.841866, -3.092446, -4.398742], [-2.055761, -4.796213, -4.807116], [0.487583, -3.666873, -3.488027], [0.157539, -5.343557, -3.801150], [-1.182618, -6.118427, -0.886147], [-1.081955, -6.552881, -2.571674], [-3.470587, -5.110953, -1.308247], [-3.404139, -6.838004, -1.675779], [-3.367805, -5.644396, -2.984987], [-1.767791, -4.578346, 0.300980], [-2.433294, -2.949264, 0.143808], [-0.762811, -3.158779, 0.600653], [-0.512569, -2.126727, -2.780127], [3.419481, 3.928291, -2.324099], [4.737303, 3.447728, -2.609478], [5.174530, 2.556740, -1.642189], [5.747800, 3.007351, -0.471611], [6.202827, 2.098731, 0.477784], [6.075787, 0.739600, 0.220769], [5.502392, 0.281258, -0.953434], [5.026530, 1.185607, -1.906000], [4.477948, 0.815018, -3.111002], [4.141031, -0.465170, -3.544253], [3.546352, -1.502838, -2.800924], [3.646882, -2.824259, -3.309256], [3.138757, -3.923848, -2.651246], [2.483513, -3.733859, -1.423738], [2.326071, -2.465181, -0.910734], [2.792964, -1.284993, -1.564641], [2.546500, -0.125624, -1.116973], [3.429132, 4.589002, -1.456203], [2.742201, 3.098016, -2.119062], [3.082179, 4.478126, -3.201856], [5.822903, 4.076305, -0.307997], [6.637871, 2.450101, 1.404920], [6.416006, 0.017108, 0.953717], [5.380843, -0.778795, -1.129272], [4.356764, 1.581137, -3.752368], [4.436690, -0.675716, -4.568817], [4.181915, -2.961810, -4.245991], [3.254403, -4.917110, -3.070271], [2.075445, -4.586007, -0.888073], [1.772617, -2.302574, 0.007406]], "forces_ev_per_angstrom": [[0.236, 0.436, -0.770], [-0.019, -0.112, -0.037], [0.102, 0.297, 0.065], [-0.040, -0.111, 0.001], [-0.037, -0.079, -0.035], [-0.012, 0.004, 0.005], [0.034, 0.000, -0.015], [0.011, 0.009, 0.044], [-0.006, 0.004, 0.006], [-0.006, -0.005, 0.005], [-0.012, -0.018, -0.037], [0.010, -0.005, 0.000], [0.001, 0.001, 0.007], [-0.002, 0.007, 0.007], [0.015, -0.040, 0.032], [0.049, -0.053, 0.074], [-0.030, -0.023, 0.034], [-0.003, -0.012, 0.000], [-0.008, 0.006, -0.015], [0.016, 0.006, 0.008], [0.017, -0.006, 0.015], [0.101, -0.066, 0.099], [0.000, 0.002, 0.003], [-0.001, -0.002, 0.001], [0.003, 0.001, 0.001], [0.001, 0.000, 0.001], [0.000, 0.002, -0.001], [-0.006, 0.001, 0.009], [0.005, 0.000, -0.003], [-0.001, 0.001, -0.001], [-0.003, -0.004, 0.004], [0.073, -0.034, -0.050], [0.002, -0.001, 0.001], [-0.003, 0.006, -0.007], [0.001, 0.002, -0.001], [-0.099, 0.114, 0.024], [-0.001, 0.001, -0.010], [0.081, -0.112, 0.015], [-0.136, -0.216, 0.281], [0.048, -0.011, 0.002], [-0.064, -0.027, 0.001], [0.019, 0.004, -0.014], [-0.003, -0.009, -0.011], [-0.011, 0.008, 0.003], [0.002, 0.004, 0.018], [0.002, -0.001, -0.001], [0.001, 0.014, -0.006], [0.005, -0.006, -0.003], [0.001, -0.001, 0.001], [0.021, 0.046, -0.032], [-0.122, -0.015, 0.059], [0.016, -0.012, -0.004], [0.050, 0.054, -0.022], [-0.119, -0.177, 0.132], [0.094, 0.073, -0.196], [0.013, -0.013, 0.014], [-0.007, -0.018, -0.005], [-0.007, -0.004, 0.002], [0.000, 0.011, -0.002], [-0.047, 0.027, -0.090], [0.013, 0.015, 0.039], [-0.008, -0.015, 0.022], [0.010, -0.006, 0.033], [-0.005, 0.001, -0.003], [-0.014, 0.001, 0.003], [0.045, 0.001, 0.019], [-0.001, 0.009, -0.010], [-0.007, -0.003, 0.005], [0.024, 0.010, -0.014], [-0.002, 0.056, -0.030], [-0.115, 0.168, 0.092], [0.001, 0.001, 0.004], [0.000, -0.001, 0.002], [0.003, -0.001, -0.001], [0.000, -0.006, -0.005], [0.004, -0.002, 0.001], [0.002, 0.008, 0.004], [-0.002, -0.007, 0.002], [0.001, -0.004, 0.002], [0.002, 0.000, -0.007], [0.003, 0.005, 0.003], [0.022, -0.024, -0.055], [0.006, -0.002, 0.036], [-0.021, -0.049, 0.109], [0.043, 0.010, 0.016], [-0.016, -0.065, -0.058], [-0.045, 0.086, 0.038], [0.030, -0.056, -0.008], [-0.010, 0.001, 0.022], [0.009, 0.002, 0.009], [0.004, 0.000, -0.001], [-0.050, -0.017, 0.036], [0.040, -0.032, -0.056], [-0.135, 0.008, 0.085], [0.025, -0.003, -0.031], [0.035, 0.013, -0.002], [-0.007, -0.021, -0.002], [0.013, 0.016, -0.004], [0.010, -0.006, 0.008], [-0.050, 0.016, -0.013], [0.029, 0.048, -0.014], [-0.115, -0.052, 0.047], [0.002, 0.034, 0.047], [-0.057, -0.041, 0.002], [-0.001, 0.000, 0.009], [0.005, -0.002, -0.014], [0.001, -0.002, -0.003], [-0.002, 0.004, -0.004], [0.020, 0.019, 0.008], [0.024, -0.003, -0.016], [0.005, -0.011, -0.002], [-0.005, -0.001, -0.001], [-0.001, 0.003, 0.000], [0.005, 0.001, 0.000], [0.011, -0.052, 0.043]], "lowdin_charge": [0.823, -0.065, -0.698, -0.065, -0.099, 0.039, -0.195, 0.167, -0.217, 0.035, -0.218, -0.012, -0.064, -0.069, -0.161, 0.112, -0.208, -0.022, -0.083, -0.067, -0.134, 0.093, 0.101, 0.114, 0.113, 0.103, 0.103, 0.093, 0.098, 0.097, 0.094, 0.074, 0.613, -0.635, -0.208, -0.660, 0.854, -0.521, -0.310, -0.154, 0.089, -0.173, -0.073, -0.046, -0.188, 0.083, 0.096, 0.090, 0.078, 0.186, -0.530, 0.138, 0.103, -0.360, 0.165, 0.110, 0.100, 0.089, 0.098, 0.097, -0.016, -0.024, -0.023, -0.074, -0.229, -0.091, -0.231, -0.073, -0.452, -0.030, 0.127, 0.071, 0.073, 0.058, 0.098, 0.112, 0.105, 0.110, 0.070, 0.070, 0.062, 0.060, 0.076, 0.063, 0.038, -0.065, -0.132, -0.252, -0.036, -0.121, -0.102, -0.015, -0.190, 0.062, -0.080, -0.190, -0.094, -0.168, -0.144, -0.066, -0.429, -0.125, 0.075, 0.084, 0.086, 0.112, 0.083, 0.093, 0.110, 0.127, 0.093, 0.091, 0.077, 0.090, 0.063]}